{"formula": "C22H70BO11Sr", "method": "ωB97M-V/def2-TZVPD", "homo_energy_ev": -11.93, "e_tot_ha": -1763.14008, "relative_energy_kj_mol": 240.77, "charge": 1, "species": ["Sr", "B", "H", "H", "H", "H", "C", "C", "O", "H", "H", "H", "H", "H", "H", "C", "C", "O", "H", "H", "H", "H", "H", "H", "C", "C", "O", "H", "H", "H", "H", "H", "H", "C", "C", "O", "H", "H", "H", "H", "H", "H", "C", "C", "O", "H", "H", "H", "H", "H", "H", "C", "C", "O", "H", "H", "H", "H", "H", "H", "C", "C", "O", "H", "H", "H", "H", "H", "H", "C", "C", "O", "H", "H", "H", "H", "H", "H", "C", "C", "O", "H", "H", "H", "H", "H", "H", "C", "C", "O", "H", "H", "H", "H", "H", "H", "C", "C", "O", "H", "H", "H", "H", "H", "H"], "positions_angstrom": [[-0.70268, -0.06690, -2.32563], [0.15782, 0.17631, 0.19336], [0.98090, 0.73845, -0.21988], [0.11352, -0.80676, -0.24917], [0.28012, 0.08642, 1.26163], [-0.75414, 0.73273, 0.04177], [3.11858, -4.85435, 0.94124], [2.94713, -4.07101, -0.40308], [1.55102, -3.96749, -0.65245], [2.87830, -4.22865, 1.80080], [4.17260, -5.12448, 1.00589], [2.52433, -5.76789, 0.96127], [3.49592, -4.64073, -1.15299], [3.37399, -3.06848, -0.37458], [1.30658, -3.43140, 0.10548], [-2.23221, -3.89061, -0.35045], [-2.91251, -2.53972, -0.43076], [-2.56846, -1.84652, -1.63269], [-2.55725, -4.33145, 0.59194], [-1.14419, -3.82887, -0.37312], [-2.47691, -4.53167, -1.19737], [-2.53914, -1.93883, 0.39847], [-3.98206, -2.60151, -0.22988], [-3.32704, -1.95816, -2.21036], [-0.27644, 1.50503, 4.34462], [0.28601, 2.24809, 3.14532], [-0.63373, 2.30838, 2.15294], [-0.50319, 0.47803, 4.05838], [-1.12708, 2.02317, 4.78740], [0.51601, 1.40283, 5.08601], [1.21857, 1.81207, 2.78709], [0.48282, 3.24577, 3.53775], [-0.54799, 1.51225, 1.62339], [0.20549, -3.45807, 3.58017], [0.32870, -2.16580, 2.85786], [0.48949, -2.37274, 1.44074], [0.20210, -3.17376, 4.63243], [1.02598, -4.14213, 3.36347], [-0.75271, -3.92152, 3.34523], [1.22326, -1.65178, 3.20951], [-0.52535, -1.52764, 3.08466], [0.54622, -1.49552, 1.05491], [-3.52993, 3.07377, -0.74106], [-3.67374, 1.57095, -0.74367], [-3.05316, 1.02826, -1.86832], [-4.04824, 3.60970, 0.05407], [-3.86503, 3.50356, -1.68503], [-2.47880, 3.35599, -0.68102], [-4.70623, 1.25238, -0.60022], [-3.10260, 1.11410, 0.06452], [-3.66157, 1.13244, -2.60356], [-0.89085, 3.98197, -3.75508], [0.33582, 3.22764, -3.19057], [-0.09830, 2.39106, -2.10239], [-0.54592, 4.67397, -4.52337], [-1.39007, 4.63196, -3.03648], [-1.65733, 3.42766, -4.29671], [1.02820, 3.94371, -2.74790], [0.87994, 2.74154, -4.00035], [0.18187, 2.89595, -1.33545], [0.84405, 6.28888, -0.18212], [0.23602, 5.26515, 0.76196], [0.15143, 4.05769, 0.08119], [0.20274, 6.44467, -1.04961], [1.78237, 6.02666, -0.67088], [0.96555, 7.21463, 0.38031], [-0.80853, 5.54476, 0.89923], [0.82263, 5.21019, 1.67900], [-0.09236, 3.42546, 0.76122], [-0.41306, -3.93109, -3.91854], [0.62675, -2.82532, -3.78574], [0.47387, -2.25180, -2.50076], [-0.40665, -4.36100, -4.92017], [-1.42379, -3.59493, -3.68719], [-0.34545, -4.79386, -3.25586], [0.44699, -2.07759, -4.55819], [1.64163, -3.20821, -3.89310], [0.80918, -2.85899, -1.83706], [4.94775, 0.43757, 2.08000], [3.68327, 0.02727, 1.35566], [3.16958, 1.08980, 0.57205], [4.67606, 1.28690, 2.70683], [5.71027, 0.78947, 1.38514], [5.32889, -0.43940, 2.60321], [2.93777, -0.31832, 2.07183], [3.88578, -0.84967, 0.74080], [2.27226, 0.89341, 0.29303], [-3.22055, -0.38326, 2.95261], [-4.49748, 0.36381, 2.68236], [-5.46009, -0.05570, 3.58885], [-2.83605, -0.05642, 3.91876], [-2.50905, -0.14558, 2.16181], [-3.35038, -1.46519, 2.92668], [-4.87333, 0.18320, 1.67528], [-4.34445, 1.43981, 2.76538], [-6.27966, 0.40699, 3.39960], [3.27534, -0.66617, -2.38392], [2.71511, 0.55807, -3.02398], [1.51899, 0.14661, -3.64529], [3.50478, -1.43007, -3.12683], [2.64869, -1.15126, -1.63553], [4.22429, -0.41830, -1.90838], [3.41451, 0.98623, -3.74205], [2.58331, 1.30086, -2.23722], [1.77455, -0.52764, -4.27909]]}